A 15-piece molecular cluster, H30O15 overall, computed with ωB97M-V/def2-TZVPD.

* ΔE to the lowest compared entry with this formula, charge and spin: 72.15 kcal per mole
* LUMO level: -0.2 eV
* largest force on an atom: 2.93 eV/Å
* Kohn-Sham gap: 10.470 eV
* DFT total energy: -1146.52509 Eh

XYZ file:
```
45
Properties=species:S:1:pos:R:3:forces:R:3
O 3.006 -0.564 3.977 0.02 -0.03 0.29
H 2.837 -1.299 3.381 0.07 0.10 -0.18
H 2.589 0.187 3.548 -0.04 -0.01 -0.11
O -3.380 -0.532 1.141 -0.58 1.42 0.78
H -2.861 0.075 0.607 0.07 -0.24 -0.33
H -3.208 -1.400 0.832 0.56 -1.10 -0.54
O 1.888 3.892 1.802 -0.03 0.03 0.38
H 1.589 4.141 0.922 0.01 -0.20 -0.19
H 2.707 3.402 1.700 0.04 0.10 -0.14
O 2.822 0.886 -1.007 0.34 0.52 1.29
H 2.253 1.100 -0.247 -0.84 -0.66 -0.44
H 3.610 1.181 -0.533 0.83 -0.14 -0.72
O -0.314 -2.846 -0.312 1.48 1.00 0.12
H -0.621 -2.813 0.596 -0.57 -0.55 -0.05
H -0.741 -3.524 -0.836 -0.62 -0.02 0.43
O -2.780 -1.235 -3.202 -0.98 -0.51 -0.71
H -2.860 -1.502 -4.132 0.78 0.22 -0.01
H -3.724 -1.322 -2.994 0.10 0.46 0.53
O 3.257 -2.191 -2.015 0.06 0.07 0.27
H 3.266 -1.235 -2.123 -0.08 0.07 -0.10
H 3.257 -2.558 -2.900 -0.01 0.01 -0.13
O -0.333 0.313 0.178 0.48 2.42 -1.17
H -0.797 0.607 0.960 -0.05 -1.15 0.54
H -0.263 -0.583 -0.123 -0.49 -1.13 0.62
O -1.641 -2.668 2.942 2.34 0.14 -1.76
H -2.405 -2.289 3.315 -1.47 -0.13 0.95
H -1.461 -3.600 3.056 -0.81 -0.05 0.62
O 0.415 3.066 -0.690 -0.52 -0.27 0.25
H -0.525 2.969 -0.486 -0.19 0.82 0.02
H 0.612 2.146 -0.487 0.53 -0.50 -0.01
O -2.135 1.677 3.085 0.67 0.30 -1.01
H -2.874 1.276 2.621 -0.28 -0.21 0.59
H -2.243 1.640 4.029 -0.41 -0.22 0.31
O 1.926 2.567 -3.120 -1.73 1.56 -1.18
H 1.591 2.790 -2.247 0.41 -0.34 0.08
H 2.665 2.004 -3.120 1.20 -1.01 0.76
O 2.249 -0.905 1.017 0.48 0.88 1.10
H 2.689 -0.919 0.167 -0.32 -0.68 -0.32
H 1.616 -1.604 1.136 -0.12 -0.53 -0.66
O -1.878 2.039 -2.393 -0.91 0.10 -0.19
H -1.638 1.222 -1.947 0.50 0.15 0.04
H -1.229 2.726 -2.229 0.41 -0.36 -0.07
O -2.786 -3.154 -1.304 1.36 -1.89 -0.04
H -3.448 -3.136 -0.626 -0.70 0.86 -0.56
H -2.637 -2.582 -2.076 -1.00 0.71 0.66
```
Positions in Å, forces in eV/Å.